DFT (wB97M-V/def2-TZVPD) results for a 12-piece molecular cluster, C62H166N21O17P7S5 overall in a non-equilibrium geometry.

```
278
Properties=species:S:1:pos:R:3:forces:R:3:mulliken_charge:R:1
C -2.7805 6.5273 -2.3524 -1.2 -0.3 -0.2 -1.029
N -1.5581 6.0524 -1.7661 1.3 -1.4 0.4 0.962
C -1.7398 5.0067 -0.6866 0.2 0.8 -0.6 -0.944
P -0.0920 6.7540 -2.2024 0.7 0.0 0.7 0.218
O 0.1052 7.1186 -3.6420 -0.6 -0.1 1.5 -0.912
N -0.1331 8.0917 -1.1240 -0.2 -1.3 0.4 0.254
C 0.2371 9.4844 -1.3319 0.3 -0.8 0.1 -0.984
C -0.4673 7.7992 0.3249 0.8 -0.4 -1.2 -1.302
N 1.1079 5.5362 -1.6621 -2.3 0.7 0.2 1.153
C 2.4848 5.9190 -1.4658 0.8 -0.4 -0.1 -1.061
C 1.1058 4.2589 -2.4337 0.0 1.1 -0.2 -0.791
H -3.3390 7.2309 -1.7351 0.1 0.1 0.5 0.268
H -3.4084 5.6445 -2.4730 -0.3 0.1 -0.1 0.171
H -2.7735 7.0118 -3.3288 1.0 -0.1 -0.1 0.320
H -2.7854 4.9771 -0.3801 0.1 0.2 -0.2 0.912
H -1.1544 5.2087 0.2104 0.2 0.1 -0.2 -0.128
H -1.4905 4.0021 -1.0282 0.0 0.0 -0.2 -0.187
H 1.1931 9.6900 -0.8504 0.2 0.3 -0.1 0.304
H 0.3068 9.7117 -2.3956 -0.2 0.1 0.1 0.287
H -0.5288 10.0371 -0.7877 0.0 0.5 -0.5 0.353
H 0.3523 7.2023 0.7251 0.0 -0.1 0.3 0.441
H -0.5138 8.7098 0.9222 -0.1 0.1 -0.3 0.503
H -1.3834 7.2190 0.4355 0.0 0.3 -0.1 0.168
H 3.0643 5.7779 -2.3781 0.1 0.5 -0.5 0.290
H 2.6940 6.9069 -1.0555 -0.5 0.0 0.0 0.299
H 2.9352 5.1626 -0.8231 0.0 0.1 0.6 0.194
H 1.1624 4.5618 -3.4793 0.0 -0.5 -0.4 0.898
H 0.2659 3.5824 -2.2756 -0.3 0.4 0.2 -0.311
H 2.0119 3.7033 -2.1921 0.0 0.0 0.1 -0.323
C 3.6336 -0.6109 -5.7186 -1.5 0.2 -0.2 -0.569
N 2.4986 0.3212 -5.6279 -1.1 -0.8 0.3 1.169
C 2.8585 1.6702 -5.1769 -0.9 0.7 -1.3 0.008
P 0.8998 -0.0769 -6.1130 1.3 1.8 -0.6 -0.963
O -0.0535 0.8785 -5.4613 0.0 -1.4 0.0 -0.368
N 0.8667 0.2023 -7.8273 2.3 0.0 1.8 0.943
C 2.1815 0.3148 -8.6445 -2.4 -0.6 0.5 -1.083
C -0.3962 0.0096 -8.5128 0.7 1.3 0.0 -1.269
N 0.6742 -1.7549 -5.8597 -0.4 1.5 1.9 1.115
C -0.4447 -2.2685 -5.0161 0.3 1.0 -0.9 -0.991
C 1.1047 -2.6191 -6.8894 0.5 -0.4 -0.6 -1.014
H 4.3069 -0.3068 -4.9172 0.4 -0.5 -0.3 0.059
H 4.0430 -0.6090 -6.7288 0.7 0.3 0.1 0.226
H 3.2487 -1.6229 -5.5932 0.3 -0.1 0.6 -0.101
H 3.3582 1.8072 -4.2179 0.0 -0.9 0.1 -0.606
H 1.9795 2.3143 -5.1512 -0.2 -0.2 0.1 -0.262
H 3.4687 2.1531 -5.9402 0.4 0.1 0.0 0.476
H 2.0403 0.8758 -9.5683 -0.6 -0.1 -0.1 0.374
H 2.9901 0.8718 -8.1712 -0.2 -0.5 0.6 0.238
H 2.3606 -0.7328 -8.8868 1.0 0.2 -0.3 0.342
H -1.2261 0.0184 -7.8063 0.1 -0.6 0.2 0.294
H -0.5384 0.9718 -9.0049 -0.4 -0.2 -0.9 0.325
H -0.3784 -0.8402 -9.1951 -0.3 0.0 -0.1 0.374
H -1.3599 -2.2227 -5.6064 -0.3 0.0 0.1 0.259
H -0.3253 -3.3167 -4.7419 0.5 0.1 0.1 0.356
H -0.5374 -1.6261 -4.1405 -0.2 -0.3 -0.1 0.047
H 2.0802 -2.2820 -7.2398 -0.3 0.1 -0.7 0.330
H 0.3185 -2.6511 -7.6437 0.4 -0.4 -0.7 0.256
H 1.3457 -3.6225 -6.5384 -0.5 -0.1 0.3 0.130
C 2.8641 5.2863 5.7253 -0.5 -2.2 0.1 -1.096
N 2.0231 5.0721 4.5599 -1.3 1.8 -1.9 0.267
C 1.7253 6.4015 3.8040 -0.4 -1.5 1.3 -0.888
P 0.7311 3.9331 4.5562 1.7 -1.2 -1.1 0.228
O -0.4839 4.3516 5.3104 0.9 -1.0 -0.5 -0.851
N 0.3818 3.6770 2.8470 0.7 0.8 1.1 1.081
C 1.4171 3.5676 1.8414 0.2 0.4 -0.6 -0.539
C -0.8791 3.0363 2.4832 -0.4 0.3 1.7 -0.106
N 1.5459 2.4344 5.0401 -1.7 1.5 0.9 0.922
C 1.0722 1.7587 6.3131 1.8 0.8 -1.4 -1.128
C 2.8580 1.9828 4.4906 -2.0 0.0 -0.5 -1.082
H 2.4641 5.9157 6.5202 0.1 0.7 -0.4 0.304
H 3.8940 5.4414 5.4036 -0.1 0.6 0.2 0.390
H 2.8587 4.3017 6.1927 0.4 -0.2 0.3 0.302
H 2.4055 7.1981 4.1055 0.7 -0.5 -0.3 0.470
H 0.7820 6.8209 4.1537 -0.4 -0.3 -0.3 0.304
H 1.6985 6.2022 2.7327 0.1 0.3 0.2 0.114
H 2.0149 2.6562 1.8347 0.2 -0.2 0.5 -0.208
H 0.9929 3.5677 0.8373 -0.5 0.2 -0.1 -0.123
H 2.0797 4.4329 1.8274 0.2 -0.1 0.3 0.265
H -1.2817 2.6302 3.4112 -0.1 -0.7 -0.1 -0.340
H -1.6752 3.7409 2.2428 0.2 0.3 -0.7 0.104
H -0.7641 2.2657 1.7209 0.0 0.1 0.2 -0.096
H 0.0362 2.0367 6.5065 0.3 0.0 0.4 0.254
H 1.2075 0.6786 6.2569 -0.4 -0.1 -0.4 -0.020
H 1.8525 2.0570 7.0133 -0.7 0.2 1.0 0.434
H 2.5320 1.5397 3.5496 0.9 -0.2 -0.3 0.047
H 3.2536 1.1703 5.1001 0.1 0.3 0.2 0.452
H 3.5721 2.7881 4.3183 0.0 0.0 0.2 0.286
C -3.4034 -0.1908 3.4509 0.2 0.0 -0.1 -0.993
N -2.4517 -0.1213 4.5598 1.2 1.0 1.1 1.062
C -0.9908 -0.3919 4.1741 -2.0 0.2 0.0 1.392
P -2.9075 -0.0859 6.2307 -2.3 -0.3 -2.0 -0.477
O -1.8121 -0.3068 7.1928 0.2 -0.2 -0.5 -0.774
N -3.8647 1.2939 6.4521 0.9 0.4 -0.2 0.804
C -3.4779 2.6021 5.8034 -0.9 -1.9 0.7 -1.086
C -4.4259 1.4220 7.8007 -0.4 -1.2 0.1 -1.278
N -4.1305 -1.3161 6.3605 1.0 -0.3 1.5 0.610
C -5.4379 -1.3693 5.7335 0.3 0.8 -0.2 -1.048
C -3.7188 -2.5981 6.9658 -0.1 -0.4 -0.4 -0.899
H -4.3871 0.2493 3.6142 0.1 -0.2 0.9 -0.401
H -3.5122 -1.2107 3.0819 -0.2 -0.3 0.1 0.280
H -3.1036 0.3715 2.5666 0.8 0.2 0.0 0.551
H -0.9354 -1.4729 4.0457 0.7 -0.1 0.2 0.421
H -0.2788 0.0454 4.8740 -0.3 -0.4 0.2 -0.768
H -0.7562 0.0450 3.2034 -0.4 0.1 0.1 -1.233
H -3.4734 2.2881 4.7596 1.0 0.9 -0.1 -0.066
H -4.3143 3.2920 5.9160 0.0 -0.1 0.1 0.479
H -2.6046 2.9751 6.3385 0.3 0.3 -0.9 0.578
H -5.4469 1.0450 7.7415 -0.3 0.3 0.3 0.268
H -3.9343 0.7491 8.5034 0.2 0.0 0.1 0.352
H -4.4138 2.4103 8.2604 0.2 0.2 -0.6 0.437
H -6.2797 -1.5589 6.3993 0.2 -0.2 0.6 0.363
H -5.6671 -0.3998 5.2913 0.1 0.0 -0.2 0.151
H -5.4722 -2.1453 4.9687 0.0 -0.1 -0.3 0.309
H -3.4444 -3.3437 6.2196 0.5 0.0 -0.6 0.093
H -4.5113 -3.1582 7.4621 -0.6 0.7 0.3 0.413
H -2.9063 -2.5513 7.6908 0.0 0.6 -0.2 0.268
C -5.1769 -6.6934 -0.3575 -0.9 0.9 -0.1 -0.956
N -3.8487 -7.2144 -0.4943 1.5 1.1 0.8 0.026
C -3.7253 -8.0992 -1.6547 1.1 0.5 0.4 -0.994
P -2.6082 -5.9650 -0.4608 0.9 -0.2 -1.1 0.392
O -2.4372 -5.2627 -1.8112 -0.2 -1.1 2.7 -0.941
N -2.9035 -4.9264 0.8438 -0.1 0.6 -0.5 1.098
C -3.4957 -3.5652 0.6525 -1.1 -0.7 -0.3 -0.649
C -3.0655 -5.4757 2.2120 0.3 -1.1 -1.3 -0.895
N -1.1925 -6.8703 0.0208 -2.0 1.3 -0.1 0.402
C -0.0944 -6.9919 -0.9309 -0.8 0.6 0.1 -1.169
C -1.3396 -8.0638 0.8253 1.3 0.0 0.4 -1.261
H -5.4075 -6.0295 -1.1907 -0.4 -0.1 -0.4 0.355
H -5.3374 -6.0588 0.5140 0.4 -0.2 0.3 0.224
H -5.9271 -7.4816 -0.2932 0.1 -0.2 -0.2 0.350
H -4.4399 -8.9165 -1.5575 0.0 0.1 -0.3 0.397
H -2.7037 -8.4791 -1.6639 0.0 -0.5 0.2 0.229
H -3.7481 -7.5216 -2.5788 -0.8 -0.1 -0.3 0.315
H -3.4376 -2.9700 1.5637 0.5 -0.2 -0.1 -0.255
H -3.1746 -2.9656 -0.1993 0.8 -0.5 0.2 0.313
H -4.5608 -3.6851 0.4543 -0.4 0.0 0.1 0.349
H -2.1673 -6.0488 2.4421 0.2 0.5 0.4 -0.017
H -3.3128 -4.7292 2.9668 0.2 0.1 -0.3 0.306
H -3.8187 -6.2635 2.2008 -0.6 0.2 0.2 0.372
H -0.4763 -7.5682 -1.7736 0.6 -0.1 -0.5 0.372
H 0.1981 -5.9853 -1.2299 0.0 -0.1 -0.3 0.066
H 0.7666 -7.4885 -0.4836 -0.1 0.0 0.2 0.523
H -1.2044 -8.9246 0.1704 -0.7 -0.5 0.2 0.460
H -2.1744 -8.1124 1.5244 -0.2 0.0 -0.7 0.345
H -0.4507 -8.0711 1.4560 0.2 -0.2 0.3 0.344
C 5.1881 2.1927 -2.0604 0.7 -0.5 1.1 -0.809
N 5.3889 1.4195 -0.8186 0.9 -2.4 -0.2 0.484
C 4.5453 1.8649 0.2381 0.0 1.2 0.9 -0.852
P 6.8703 0.6184 -0.4357 -2.3 -2.6 -1.9 0.241
O 7.9746 1.4501 -0.0039 1.2 0.5 0.7 -0.876
N 6.4641 -0.6970 0.6100 -0.8 0.9 -0.4 0.521
C 7.4555 -1.2967 1.4729 1.0 1.1 0.2 -1.260
C 5.1685 -1.3933 0.6090 1.1 0.6 -0.7 -0.850
N 7.1765 -0.2091 -1.8843 -2.1 0.4 -1.5 0.424
C 6.0522 -1.0002 -2.5520 1.7 0.4 0.8 -0.380
C 8.5475 -0.5448 -2.3652 -2.0 0.7 1.3 -1.062
H 5.7555 3.1126 -1.9193 -0.2 0.4 -0.5 0.370
H 4.1163 2.3750 -2.1386 0.0 0.2 -0.1 -0.292
H 5.5263 1.6617 -2.9502 0.1 0.0 0.2 0.447
H 4.7268 1.4156 1.2145 0.4 -0.2 -0.2 0.538
H 3.4700 1.7737 0.0843 -0.2 -0.4 -0.6 -0.398
H 4.7294 2.9353 0.3301 -0.2 0.4 0.5 0.548
H 7.4002 -2.3748 1.6239 -0.7 0.0 -0.1 0.352
H 8.4607 -1.1644 1.0728 0.1 0.3 -0.1 0.338
H 7.4317 -0.7628 2.4229 0.2 -0.4 0.4 0.352
H 4.5943 -0.9454 -0.2021 -0.5 -0.2 0.4 -0.255
H 5.3757 -2.4329 0.3549 -0.3 -0.2 0.0 0.418
H 4.6885 -1.3337 1.5858 -0.3 0.1 0.0 0.603
H 6.2568 -0.9757 -3.6224 -0.2 0.1 -0.1 0.477
H 6.0879 -2.0483 -2.2548 0.0 -0.1 0.1 0.350
H 5.0569 -0.6207 -2.3207 0.2 0.2 -0.1 -0.407
H 8.5189 -1.0177 -3.3469 -0.1 0.1 0.1 0.315
H 8.8461 -1.2493 -1.5889 1.4 0.1 -0.4 0.318
H 8.9878 0.4513 -2.4106 1.1 -0.6 0.1 0.298
C 2.6713 -3.2283 8.0453 0.3 -1.2 0.3 -1.146
N 1.5964 -3.4452 7.1089 -0.7 -1.0 -1.3 0.383
C 0.6535 -2.3674 7.0175 -0.9 0.0 0.6 -1.030
P 1.8398 -4.5648 5.8486 0.8 0.1 -1.1 0.325
O 2.3763 -5.8717 6.3523 -0.3 1.6 -0.6 -0.831
N 0.4128 -4.7352 4.8828 -0.4 -0.8 1.8 0.617
C -0.6967 -5.6061 5.3989 1.1 0.5 0.4 -1.041
C 0.3309 -4.7013 3.4273 0.0 0.8 0.4 -0.626
N 2.9051 -3.6685 4.8164 -0.5 -1.5 -0.1 0.429
C 4.0577 -4.2279 4.1074 -1.3 -1.6 0.7 -1.128
C 2.4958 -2.4151 4.2600 -0.1 0.8 0.8 -0.094
H 2.3106 -2.9549 9.0370 -0.4 0.2 -0.1 0.378
H 3.4269 -2.4983 7.7550 0.0 0.2 -0.4 0.300
H 3.1523 -4.1970 8.1807 0.3 0.1 0.0 0.376
H -0.1482 -2.5681 6.3067 0.3 0.1 -0.3 -0.002
H 1.1385 -1.4082 6.8364 -0.1 0.1 -0.2 0.382
H 0.1211 -2.2946 7.9658 0.0 0.3 0.2 0.552
H -0.4185 -6.6529 5.2769 -0.1 -0.2 0.0 0.282
H -0.8839 -5.4219 6.4568 0.1 0.0 0.0 0.329
H -1.6283 -5.4287 4.8615 0.1 0.3 -0.1 0.249
H -0.3393 -3.8698 3.2090 0.4 0.5 -0.7 -0.050
H 1.3248 -4.6258 2.9863 -0.2 0.2 -0.2 0.248
H -0.2260 -5.5367 3.0029 0.5 -0.6 0.3 0.196
H 3.7997 -5.2769 3.9614 0.7 -0.5 0.4 0.365
H 4.1281 -3.9372 3.0592 0.3 0.9 0.2 0.268
H 4.9420 -4.1225 4.7359 0.3 0.0 -0.6 0.329
H 1.5491 -2.1065 4.7035 0.0 0.2 -0.3 -0.611
H 2.4185 -2.4045 3.1728 -0.2 -0.2 -0.1 0.115
H 3.2674 -1.7006 4.5467 -0.1 0.6 -0.2 0.516
O 5.1812 -4.2024 -3.5839 -1.1 -0.5 0.0 -0.775
S 3.7760 -4.2289 -3.2007 0.4 0.6 1.3 0.864
O 3.2032 -2.9813 -2.7312 -0.1 -0.2 -0.7 -0.048
C 2.7757 -5.1072 -4.5059 2.2 2.0 0.5 -0.319
C 3.3559 -6.4412 -4.2684 -0.7 -3.3 2.0 -1.194
C 3.0155 -6.7248 -2.7480 -0.6 0.3 -0.1 -0.390
C 3.3945 -5.4669 -1.8965 -0.4 -0.9 -1.2 -0.307
H 3.1245 -4.6021 -5.4066 -0.4 -0.1 -0.2 0.378
H 1.7399 -4.9225 -4.2212 0.0 -0.4 -0.3 0.151
H 2.8939 -7.2866 -4.7783 -0.2 0.3 -0.5 0.468
H 4.4238 -6.6470 -4.3418 0.1 1.0 -0.6 0.351
H 3.3359 -7.6992 -2.3792 0.8 0.3 0.0 0.472
H 1.9342 -6.8511 -2.6941 -0.2 0.3 -0.1 -0.014
H 4.1570 -5.6572 -1.1412 0.2 0.4 -0.4 0.531
H 2.5001 -5.0541 -1.4298 0.2 0.0 0.1 -0.130
O 2.1448 4.5440 -6.4702 -1.3 -0.2 -0.4 -0.565
S 0.9272 5.1545 -7.0057 1.3 2.1 -0.1 1.050
O 1.0489 6.6255 -7.2189 -1.1 -2.8 0.2 -0.678
C 0.3684 4.3508 -8.5753 0.8 -0.1 0.9 -0.388
C -1.1341 4.2762 -8.4376 -0.3 0.8 -0.8 -0.926
C -1.4317 3.8499 -7.0160 -0.9 -0.6 -0.1 0.012
C -0.5605 4.6189 -6.0806 0.4 0.0 1.2 0.422
H 0.7878 3.3449 -8.5576 0.3 0.0 -0.1 -0.147
H 0.8066 4.9860 -9.3450 -0.3 -0.2 -0.2 0.551
H -1.4856 5.2894 -8.6324 -0.4 0.1 0.2 0.375
H -1.6223 3.6632 -9.1953 0.2 -0.2 0.0 0.402
H -1.2575 2.7936 -6.8112 0.3 -0.2 -0.6 -0.301
H -2.4734 3.9609 -6.7147 -0.2 0.4 -0.3 0.372
H -0.2857 3.8663 -5.3416 0.7 0.5 0.3 -0.556
H -1.0779 5.4275 -5.5643 0.5 0.4 -0.2 0.454
O -7.8169 3.5186 3.0373 -0.1 1.2 0.0 -0.747
S -6.8619 2.4680 2.9472 3.2 -2.2 -0.6 0.990
O -5.6907 2.3410 3.8509 -2.0 0.6 -1.3 -0.399
C -7.7900 0.9395 3.0060 -0.8 0.2 -0.3 -0.858
C -7.3662 -0.0182 1.8549 0.0 0.9 0.9 -0.908
C -6.0910 0.5438 1.2131 0.5 1.0 0.6 1.533
C -6.1390 2.1148 1.2029 -1.3 -0.9 0.4 -1.078
H -8.8016 1.3122 2.8452 -0.1 -0.1 -0.1 0.465
H -7.8068 0.5872 4.0373 0.5 -0.3 -0.1 0.477
H -7.1802 -0.9993 2.2919 -0.1 -0.1 -0.4 0.270
H -8.1909 -0.0194 1.1422 0.1 -0.4 0.0 0.378
H -5.9331 0.1627 0.2042 0.1 0.0 0.2 0.212
H -5.2619 0.2591 1.8609 0.1 -0.1 -0.4 -1.016
H -6.8476 2.3952 0.4236 -0.5 0.3 0.3 0.464
H -5.2284 2.6526 0.9391 0.2 -0.2 0.7 0.309
O -4.0735 3.3320 -1.3671 0.0 -1.8 0.0 -0.594
S -3.9986 1.9220 -1.7835 -0.2 0.5 -0.5 0.969
O -3.4464 0.8582 -0.9821 0.2 0.4 0.7 -0.341
C -5.6603 1.4364 -2.3010 -0.2 -0.2 -0.5 -0.432
C -5.6524 1.6543 -3.8314 0.1 1.2 -0.1 -1.061
C -4.2554 1.2712 -4.3560 0.5 0.2 0.9 -0.668
C -3.1755 1.8890 -3.3869 -1.4 -0.7 -0.1 0.436
H -6.3356 2.0340 -1.6886 -0.1 0.3 -0.5 0.197
H -5.9238 0.4053 -2.0654 0.7 -0.2 0.1 0.301
H -6.4125 1.0843 -4.3657 -0.1 0.0 0.3 0.478
H -5.8235 2.7137 -4.0222 -0.2 0.1 -0.1 0.316
H -3.9673 1.5916 -5.3572 -0.6 0.0 -0.1 0.441
H -4.3218 0.1832 -4.3546 1.0 -0.2 0.1 0.331
H -2.9935 2.9482 -3.5688 0.2 -0.2 -0.4 0.211
H -2.2792 1.2743 -3.3037 0.0 0.3 -0.1 -0.570
O 1.0272 -0.8350 1.6488 0.0 0.6 -0.3 -0.143
S 0.0883 -0.7240 0.5557 -1.3 -2.2 -3.0 0.979
O -1.2971 -1.1888 0.7533 1.2 1.4 0.5 0.011
C 0.1998 0.8287 -0.4146 1.1 0.4 0.0 0.271
C 0.3872 0.4860 -1.9377 -2.7 0.0 1.5 0.640
C 1.1265 -0.8098 -2.0458 0.9 -0.6 0.4 0.794
C 0.5648 -1.7304 -0.9682 -0.1 -0.2 1.2 -2.079
H 1.1458 1.3096 -0.1658 0.0 0.0 0.8 -0.559
H -0.6307 1.4688 -0.1170 0.0 -0.1 -0.4 0.130
H -0.6288 0.2385 -2.2454 -0.3 0.2 -0.5 -0.781
H 0.6941 1.3506 -2.5262 0.4 -0.2 0.1 0.415
H 2.1993 -0.6616 -1.9223 0.1 -0.2 -0.1 -0.470
H 0.9332 -1.2679 -3.0158 0.5 0.1 0.1 -0.458
H 1.1406 -2.5659 -0.5702 0.7 0.3 -0.3 0.897
H -0.3584 -2.2205 -1.2777 -0.3 0.4 0.0 0.333
```
Forces are in eV/Å.

Values from the calculation:
HOMO energy (eV): -7.823
M (g/mol): 1855.29
E_LUMO (eV): -0.09
F_max (eV/A): 4.033
Kohn-Sham gap (eV): 7.73
Relative energy (zero: lowest compared OMol25 entry of this formula, charge and spin) (eV): 7.4924
E_tot (a.u.): -9271.3066
SMILES: CN(C)P(=O)(N(C)C)N(C)C.CN(C)P(=O)(N(C)C)N(C)C.CN(C)P(=O)(N(C)C)N(C)C.CN(C)P(=O)(N(C)C)N(C)C.CN(C)P(=O)(N(C)C)N(C)C.CN(C)P(=O)(N(C)C)N(C)C.CN(C)P(=O)(N(C)C)N(C)C.O=S1(=O)CCCC1.O=S1(=O)CCCC1.O=S1(=O)CCCC1.O=S1(=O)CCCC1.O=S1(=O)CCCC1